Density functional theory data (ωB97M-V with the def2-TZVPD basis set) for C5H10O2 in the gas phase.

Structure (XYZ):
```
17
Properties=species:S:1:pos:R:3:forces:R:3
O 1.9992 1.8851 0.4942 -0.1705 0.1489 0.1255
O -0.3287 0.5943 0.3960 0.2156 -0.0426 -0.0048
C 2.0576 0.4838 0.4602 0.0611 -0.3501 -0.0362
C 1.0334 -0.1430 -0.4658 0.3585 0.1199 0.0038
C -0.9821 -0.5917 -0.6508 -0.4107 -0.1221 -0.0317
C -1.3702 0.8167 -0.5554 -0.0903 0.0329 -0.0870
C -1.7486 -1.5423 0.2197 -0.0270 -0.0292 -0.0020
H -2.2101 -2.2835 -0.4448 0.0128 0.0952 0.0924
H 1.2045 -1.2199 -0.5205 -0.1249 0.1874 0.0718
H 1.0511 0.3055 -1.4565 -0.0536 -0.0388 0.1506
H -1.1127 1.5299 -1.3443 -0.0472 -0.1600 0.0964
H -1.0768 -2.0979 0.8846 -0.0573 0.0622 -0.1645
H 3.0415 0.2131 0.0544 -0.1089 0.0039 0.0571
H 1.0943 2.0934 0.7648 0.1601 0.0829 -0.0488
H -2.5379 -1.0823 0.8343 0.1466 -0.0057 -0.0405
H -2.2886 1.0685 -0.0200 0.1351 -0.0877 -0.0587
H 1.9799 0.0394 1.4650 0.0005 0.1030 -0.1236
```
Positions in Å, forces in eV/Å.

The orbital gap comes out at 8.770 eV. For the relative energy (zero: lowest compared OMol25 entry of this formula, charge and spin), the calculation gives 6.881 eV.

Löwdin atomic charge list, values in e, 4 entries: -0.057, -0.176, -0.278, -0.052


Density functional theory data (ωB97M-V with the def2-TZVPD basis set) for a molecular structure, C8H6F12N4O8S4Zn in a non-equilibrium geometry.

Structure (XYZ):
```
43
Properties=species:S:1:pos:R:3:forces:R:3
Zn -0.0812 -0.2451 -0.1834 -0.3763 2.1885 1.1092
S 2.9997 0.4102 -0.6514 3.1707 -1.8399 -2.6485
S -0.1642 -3.2484 0.7713 3.8758 -1.4730 3.8057
S -0.3992 -3.0972 -1.7717 -1.0696 -0.7459 -4.2060
S 2.0332 1.6916 1.5014 0.7686 0.7154 2.0136
F 1.9207 4.3440 1.3681 0.5880 -0.0344 0.2257
F 5.1895 0.0029 1.1573 -1.8101 -0.4566 -1.0757
F 3.3955 -1.2061 1.4964 -0.2801 0.0469 0.2101
F -0.9438 -2.7450 -4.3088 0.9975 0.1015 0.0860
F -0.0118 3.5193 1.4469 -1.1546 -0.6673 0.5853
F 4.7354 -1.6732 -0.1359 -0.7759 0.8621 0.0740
F -2.8283 -3.6459 0.5052 0.6543 0.6488 1.2377
F -1.9496 -4.5044 2.3477 0.6186 1.1321 -1.9279
F 1.0721 3.4531 -0.3732 0.0554 -0.5135 -0.7710
F 0.0299 -0.9335 -3.4502 -0.9132 -1.4568 0.4658
F -2.0340 -1.5100 -3.0373 -1.5453 1.3441 0.8277
F -2.2549 -2.4116 2.2774 0.2505 0.2612 -1.3526
O 3.7476 1.6222 -0.8522 -1.0541 -0.5186 0.2054
O -1.5644 -4.0086 -1.6074 2.8759 1.7838 -0.3984
O 0.4408 -4.5343 0.4459 -2.3416 2.0412 -0.5177
O 1.3017 1.1926 2.6278 -0.5124 0.1389 -0.6520
O 0.9273 -3.6318 -2.1380 -1.4190 0.1943 0.8325
O 0.6115 -2.4880 1.7105 -1.3488 0.3251 -0.3743
O 2.8145 -0.4768 -1.8120 -0.8027 1.0620 2.0304
O 3.4231 2.0385 1.8395 -2.7492 -0.9357 -2.0688
N 1.6008 0.6153 0.1224 2.3848 1.9500 1.8855
N -1.2085 1.0985 -1.3759 -1.3272 0.9631 -0.7421
N -1.0570 0.4134 1.7164 0.0575 -1.4462 -1.8684
N -0.2546 -2.0979 -0.5671 -0.8880 -2.9316 0.2073
C 1.1824 3.3474 0.9313 1.3474 0.3724 0.0118
C -1.9054 1.8337 -1.9466 1.6356 -1.4444 0.7348
C -1.9507 -3.4307 1.4925 -1.1120 -1.9220 1.4188
C -2.7602 2.7099 -2.7357 0.2424 -0.0323 0.3599
C -0.8467 -1.9480 -3.2590 1.1344 -0.7478 -0.4809
C -1.6136 1.2217 2.2887 0.9491 0.0564 0.3892
C 4.1578 -0.6727 0.5585 1.5064 0.1206 -0.0295
C -2.1335 2.3505 2.9689 -0.5669 0.3906 0.5971
H -2.9533 1.9993 3.5955 -0.4314 0.4785 -0.2951
H -3.0694 2.1680 -3.6295 -0.2218 0.0471 0.1139
H -2.2142 3.6039 -3.0370 0.0854 -0.0522 0.0793
H -1.4280 2.8412 3.6395 0.3533 -0.2963 -0.2199
H -2.3673 3.0342 2.1527 -0.6479 0.2897 0.4313
H -3.5896 2.9977 -2.0897 -0.2036 0.0002 -0.3092
```
Positions in Å, forces in eV/Å.

The total charge is +1. The orbital gap (alpha / beta) comes out at 9.635 / 4.074 eV. The spin multiplicity is 2.

Löwdin atomic charge list, values in e, 4 entries: 0.625, 0.607, 0.734, 0.700


Density functional theory data (ωB97M-V with the def2-TZVPD basis set) for a gas-phase ion, C7H13Cl2N2 (charge +1) in a non-equilibrium geometry.

Structure (XYZ):
```
24
Properties=species:S:1:pos:R:3:forces:R:3
Cl -3.9166 1.4290 -0.0039 -0.2207 -1.2009 -0.2015
Cl -3.7639 -1.6955 -0.3703 0.8277 2.5112 0.6010
N 2.2253 -0.0655 -1.9230 1.1655 0.1066 0.8104
N -1.7736 -0.0152 0.5005 0.1790 -0.8911 -1.3822
C 1.0523 0.0053 0.4052 3.2149 -1.7201 1.7898
C 0.2559 -0.9493 1.4570 0.6414 -0.7671 -4.5703
C -2.9785 -0.0524 -0.0950 -0.5345 -0.4590 -0.5507
C 1.2487 -0.6797 -0.9912 -3.0993 -2.4089 1.3891
C -1.0939 1.3066 0.5905 2.8145 -4.0165 4.3579
C 0.4202 1.3534 0.2312 0.0486 1.2238 0.7475
C -1.1046 -1.0968 0.9298 -2.2486 -0.0908 0.1566
H 0.9193 2.1024 0.9820 -1.0460 -1.1265 -1.7091
H 2.0874 0.0633 1.0278 -1.7746 0.1933 -2.0037
H 2.8122 -0.8262 -2.3503 -1.3720 1.0241 -0.8004
H 0.1308 -0.8171 -1.4240 2.7948 0.5834 0.3560
H 1.6305 -1.7157 -0.8937 -0.4292 0.5102 0.3565
H 0.7167 -1.9474 1.4502 0.1132 0.3312 0.0788
H 0.4037 -0.5472 2.3868 0.0825 1.2091 2.5415
H -1.5568 1.9721 0.0502 -2.8038 3.5802 -2.2421
H 2.9705 0.3692 -1.3654 -0.3432 0.5075 0.2032
H -1.1915 1.3461 1.7031 0.2172 1.4336 -0.8161
H 1.7771 0.6756 -2.4739 0.6249 -0.5623 -0.6575
H 0.5480 1.7203 -0.8395 -0.1587 -0.1108 1.3515
H -1.8192 -1.9355 1.0160 1.3064 0.1397 0.1937
```
Positions in Å, forces in eV/Å.

The total charge is +1. The orbital gap (alpha / beta) comes out at 5.815 / 5.812 eV. For the relative energy (zero: lowest compared OMol25 entry of this formula, charge and spin), the calculation gives 3.150 eV.

Löwdin atomic charge list, values in e, 4 entries: 0.644, 0.577, 0.180, -0.230


Density functional theory data (ωB97M-V with the def2-TZVPD basis set) for 11 unconnected molecules or ions with the total composition C19H60O11 in a non-equilibrium geometry.

Structure (XYZ):
```
90
Properties=species:S:1:pos:R:3:forces:R:3
O 3.2035 2.9438 -0.0604 -1.1150 0.1928 0.2106
O 3.1908 -1.6585 1.1493 -0.4217 -0.1411 -0.0244
O -2.4975 -3.6300 -2.9856 -0.0554 -0.6167 0.8028
O 1.6508 1.3904 2.0707 1.5428 0.4458 0.0937
O 0.2634 -0.8432 -1.7104 -0.0145 -0.2168 0.4521
O -1.2420 1.6286 1.4105 0.0049 -0.9445 -0.1736
O -0.7627 4.2000 1.3554 -0.8387 0.3222 -0.8390
O 1.4732 3.3252 4.4063 -0.0894 0.2368 -0.9926
O -1.2368 -1.7440 0.6694 2.3368 -0.0115 0.5870
O 2.8582 0.4842 -0.9334 -1.1561 -0.6509 -0.4635
O -3.9914 -2.2706 -0.5571 0.9447 0.4197 -0.3996
C 4.5846 3.1028 0.1765 -0.5064 0.5625 -1.2284
C -0.2479 5.3217 -0.7475 -0.5315 0.0609 -0.6227
C -2.6311 4.7585 0.0049 0.3389 1.4639 -0.4362
C -5.2528 -0.8187 -2.1237 2.0532 -0.3548 -2.1229
C 3.3092 -3.2627 -0.5908 0.8459 0.6416 -0.1781
C -6.2511 -2.8852 -1.1015 1.3746 -0.0851 -0.1674
C -0.3379 -0.6235 -2.9861 0.6050 -0.6472 -0.5790
C -5.2453 -1.7205 -0.9124 -1.4654 -1.1675 -0.5557
C -1.2448 -4.3321 -2.6523 0.2415 2.3657 -2.0873
C 5.0193 2.3439 1.3993 0.7546 0.3522 0.6110
C -0.6638 -4.9431 -3.9557 -0.9131 -0.1470 0.3099
C 2.2728 2.8609 5.4372 -0.1154 0.4832 1.3753
C 2.6230 -3.9021 1.7272 -0.5274 -0.5251 0.2072
C 4.8463 4.5922 0.2484 1.4109 0.5591 -0.2184
C -1.4550 -5.1734 -1.4457 -0.8270 -1.1909 -1.5670
C -1.2067 5.1660 0.3876 -1.1317 1.5498 1.5414
C -0.7191 -1.6550 2.0510 -1.1663 -1.0303 -2.1140
C -2.6306 1.4432 1.3023 0.4527 1.2238 -1.4719
C 2.5473 -2.8661 0.6525 0.9226 0.8798 -0.0221
H -2.4007 -3.0772 -3.7660 0.3805 -0.1430 -0.0406
H -1.4706 -1.1934 2.6230 -0.6387 0.9633 0.9690
H -4.8385 -1.3296 -3.0880 0.0382 0.4322 1.8162
H 1.6307 3.1561 6.2994 1.1832 -0.6370 0.0886
H -3.2003 5.5948 -0.4691 0.7738 -0.6900 -0.3452
H 4.9720 1.2744 1.2779 -0.1969 -0.4695 -0.1843
H -1.3198 -5.7805 -4.2900 0.7267 0.3074 0.2495
H -6.1295 -3.5665 -0.2676 -0.0669 -0.1967 0.1492
H 3.2701 3.3257 5.4722 -0.2487 0.4273 0.1669
H 0.7266 5.5713 -0.3464 0.4141 -0.1120 -0.1625
H 3.6432 -3.9824 2.0860 0.4215 -0.6808 -0.5622
H 0.1717 4.3022 1.3398 1.5052 -0.1874 0.5194
H 4.5124 5.1636 -0.6132 -0.7809 -0.4151 -0.2553
H 2.1248 -4.8273 1.3718 0.6856 0.2270 0.4331
H -0.2302 4.3858 -1.3374 0.2532 0.5445 0.0661
H 0.9633 1.0894 1.4874 -0.7495 -0.0391 -0.3986
H 1.8478 3.0119 3.5858 -0.2451 -0.3019 -0.6557
H 2.5160 1.7964 5.4142 -0.6128 -0.2843 0.0054
H -0.3545 -1.1711 -0.9955 0.4361 0.4621 -1.0561
H -1.9596 -6.1079 -1.7237 -0.1556 0.1374 0.0983
H 5.9542 4.7730 0.1034 -0.9133 -0.1206 1.2004
H 3.3194 -0.0181 -0.2524 -0.0752 -0.3020 0.2112
H 6.0679 2.5823 1.5902 0.0670 -0.0490 0.1295
H -0.6522 -4.2101 -4.7997 0.0280 -0.3170 0.8312
H -0.6178 -2.6616 2.4315 0.4643 -0.2934 0.0953
H -0.1601 0.3944 -3.3623 0.3789 -0.2203 0.3048
H 1.9784 0.0258 -1.0354 0.9476 0.4644 -0.0601
H 3.1459 -2.5426 -1.3991 0.3698 0.2381 0.2804
H 2.1467 -3.5913 2.6452 -0.8118 0.2627 0.1804
H -5.5028 -1.1037 -0.0646 -0.4290 0.0652 0.4140
H 4.3634 5.0270 1.1325 0.6177 0.0817 0.0022
H -2.8462 0.6451 1.9046 -0.6998 -2.1820 1.6114
H 4.4655 2.6048 2.3202 0.0121 0.1142 -0.5401
H 0.1876 -1.0959 2.0355 0.5985 0.3485 0.0861
H 0.3691 -5.2398 -3.7533 -0.1749 -0.3181 -0.2505
H -5.9992 -3.4494 -2.0333 -0.2712 0.4933 0.6159
H 2.9528 -4.1635 -1.0087 -0.6807 -1.3193 -0.2212
H 1.5220 -2.6064 0.3908 -0.2301 -0.1722 -0.0652
H 5.0956 2.7902 -0.7409 0.3277 -0.5216 0.2707
H -3.4538 -2.4391 -1.3511 -0.2698 -0.2429 0.0218
H -6.1995 -0.5393 -2.5901 -0.3274 0.3816 1.0974
H -7.2624 -2.5407 -1.1155 -0.7190 0.2464 -0.2039
H -0.5391 -3.5362 -2.3697 -0.0235 -0.0370 0.0719
H 4.3973 -3.4451 -0.4080 -0.8134 0.5101 0.0261
H -1.4032 -0.6824 -2.8794 -0.7271 -0.3707 -0.2051
H -2.6156 3.8402 -0.5817 -0.2672 0.0829 -0.0449
H 0.0454 -1.3566 -3.8029 -0.6063 0.9893 1.4945
H -2.0880 -4.6287 -0.7739 0.1145 0.1864 0.8057
H -0.5904 6.1861 -1.3539 0.2772 -0.6358 0.0652
H 2.3631 1.7395 1.4823 -0.7604 -0.2392 0.2439
H -3.2440 2.2630 1.6540 0.1087 0.5689 0.1270
H -3.1847 4.6654 0.9067 -0.4067 -0.7360 0.9360
H -2.9887 1.1766 0.2967 0.2782 0.1361 -0.1185
H -2.1722 -1.6930 0.6737 -1.6012 0.0097 0.0116
H -0.4846 -5.4668 -1.1176 0.6264 0.0092 0.9358
H -4.5849 0.0291 -1.8624 -0.6265 -0.0879 -0.6750
H 2.7124 -1.4258 1.9582 0.2145 0.2802 -0.1442
H 3.0032 2.1770 -0.6339 0.3443 -0.0620 0.3386
H -0.9623 2.4778 1.0616 -0.2533 0.6070 0.1400
H -1.2386 6.1703 0.9564 -0.1648 -1.2241 -0.8484
```
Positions in Å, forces in eV/Å.

Its structure (SMILES) is CC(C)O.CC(C)O.CC(C)O.CC(C)O.CC(C)O.CO.CO.CO.CO.O.O. The orbital gap comes out at 9.982 eV. For the relative energy (zero: lowest compared OMol25 entry of this formula, charge and spin), the calculation gives 2.302 eV.

Löwdin atomic charge list, values in e, 4 entries: -0.097, -0.077, -0.089, -0.050


Q: Which formula does entry 4 have?
A: C19H60O11